Formula: C22H23O3PPdS6
Source: OMol25
Level of theory: ωB97M-V with the def2-TZVPD basis set

For the total energy, the calculation gives -3936.2654 Eh. For the HOMO-LUMO gap, the calculation gives 7.17 eV. Its largest force on an atom is 0.7 eV Å⁻¹.

Atoms and positions in Å:
C1 1.275 2.602 -0.972
H1 -6.014 2.351 0.538
H2 -2.901 -1.038 -1.771
P1 -0.761 0.825 -0.919
C2 3.574 2.530 1.680
C3 -2.013 -1.227 -2.359
C4 -2.820 1.291 0.897
H3 1.194 -2.022 -4.365
S1 -0.171 -4.614 -1.127
H4 -3.067 1.625 -2.471
C5 -0.862 -0.469 -2.167
C6 -2.012 -2.251 -3.296
C7 -2.755 -3.714 2.066
S2 2.586 -4.453 -2.226
C8 -0.866 -2.527 -4.027
H5 5.317 3.251 2.732
S3 1.622 -2.652 -0.064
H6 5.111 1.707 4.629
H7 -4.396 1.705 2.289
H8 2.491 2.629 1.770
H9 1.205 -0.199 -2.699
C9 -5.012 2.048 0.264
H10 -2.111 1.000 1.659
H11 -2.030 -4.394 2.509
H12 0.159 2.128 -2.760
S4 -0.435 -1.245 1.609
O1 1.963 1.506 -0.777
H13 -0.726 3.175 -1.625
H14 4.760 -0.481 3.130
C10 0.296 -0.761 -2.888
C11 4.865 0.551 2.803
C12 -2.443 1.262 -0.440
C13 4.314 2.890 2.969
Pd1 0.821 0.401 0.562
C14 -0.032 -2.546 0.508
C15 -0.049 2.326 -1.708
C16 -0.868 -3.475 0.007
C17 -4.637 2.027 -1.074
O2 1.579 3.720 -0.619
H15 -0.864 -3.336 -4.746
H16 5.889 0.724 2.465
H17 -5.343 2.315 -1.842
H18 3.796 3.690 3.497
C18 -3.356 1.640 -1.427
H19 3.437 1.338 4.200
C19 0.291 -1.786 -3.819
S5 -2.590 -3.702 0.267
S6 3.804 0.753 1.358
H20 3.871 3.088 0.796
O3 2.505 0.085 1.840
C20 -4.105 1.684 1.247
H21 -2.906 -2.843 -3.438
H22 -3.760 -4.089 2.256
C21 1.415 -3.937 -1.199
C22 4.414 1.612 3.797
H23 -2.644 -2.717 2.481

Atomic forces in eV per Å
-0.162 -0.015 -0.080
-0.005 0.002 0.000
-0.003 0.012 0.008
0.151 0.079 0.114
-0.042 0.014 0.014
-0.013 -0.024 -0.003
-0.031 0.011 -0.037
-0.004 0.002 0.001
0.046 -0.029 0.053
0.006 -0.002 -0.011
-0.039 -0.007 0.025
0.010 -0.003 -0.001
0.048 -0.118 -0.021
0.004 -0.007 0.029
-0.005 -0.005 0.002
0.003 0.004 0.007
0.021 0.023 0.029
0.006 -0.006 -0.002
0.000 -0.001 0.004
0.031 0.005 -0.012
-0.024 -0.019 -0.010
-0.010 0.001 0.020
0.020 -0.014 0.025
0.003 -0.001 0.000
0.006 0.022 0.015
0.004 0.136 0.037
0.101 0.325 0.434
-0.021 -0.038 -0.012
-0.002 0.000 0.000
0.064 0.033 0.011
0.008 -0.003 0.001
0.004 0.014 0.043
0.008 0.012 -0.012
-0.173 -0.625 -0.361
-0.047 0.145 -0.047
-0.087 -0.027 -0.023
0.031 -0.187 0.012
0.008 -0.002 -0.031
0.130 0.058 -0.130
-0.002 -0.007 -0.002
0.012 -0.006 -0.001
-0.004 0.001 0.000
-0.003 0.000 -0.003
0.002 0.002 0.026
0.003 0.000 0.007
0.005 -0.025 -0.019
-0.035 0.247 -0.039
-0.016 -0.077 0.028
-0.001 0.005 -0.009
0.023 0.092 -0.025
0.018 -0.004 -0.003
-0.006 -0.010 -0.013
0.011 0.017 0.033
-0.053 -0.012 -0.067
-0.008 -0.010 -0.004
0.006 0.021 0.000

Mulliken population analysis, charges in e, atoms 1 to 2:
1. C 0.5513
2. H 0.3943


Formula: C6H9NO
Source: OMol25
Level of theory: ωB97M-V with the def2-TZVPD basis set

For the total energy, the calculation gives -363.9855 Eh. The SMILES is Cc1[nH]cc(O)c1C. For the HOMO-LUMO gap, the calculation gives 8.02 eV. Its largest force on an atom is 2.8 eV Å⁻¹.

Atoms and positions in Å:
C1 -0.829 0.775 -1.087
H1 2.377 0.203 -0.325
H2 -0.079 1.271 -2.766
C2 0.532 -0.838 1.914
H3 1.034 -1.767 1.626
N1 -1.597 -0.259 0.762
H4 -2.151 -0.360 1.604
C3 1.621 -0.127 -1.044
H5 1.299 -0.126 2.234
C4 -1.948 0.639 -0.270
H6 1.790 0.430 -1.970
H7 -0.115 -1.064 2.766
H8 -2.819 1.272 -0.138
C5 -0.230 -0.287 0.761
O1 -0.925 1.342 -2.299
H9 1.790 -1.189 -1.252
C6 0.248 0.086 -0.513

Atomic forces in eV per Å
-2.088 -0.743 0.748
0.005 -0.062 -0.124
-0.296 0.107 0.235
0.205 -0.533 -0.232
0.109 0.023 0.197
0.687 2.733 -0.006
0.281 0.247 -0.175
0.134 0.035 0.123
-0.083 -0.091 0.021
-0.081 -0.496 -0.090
0.038 -0.056 0.047
0.052 0.097 -0.115
-0.104 -0.512 -0.612
0.681 -1.872 -0.983
0.637 0.683 -1.135
0.104 0.130 -0.048
-0.282 0.311 2.149

Mulliken population analysis, charges in e, atoms 1 to 2:
1. C 0.8399
2. H 0.2941


Formula: C45H42GeN7O6S2W
Source: OMol25
Level of theory: ωB97M-V with the def2-TZVPD basis set

For the total energy, the calculation gives -5514.7401 Eh. For the HOMO-LUMO gap, the calculation gives 6.51 eV. Its largest force on an atom is 0.2 eV Å⁻¹. The net charge is +1.

Atoms and positions in Å:
H1 -5.133 5.019 -4.126
C1 4.443 -0.435 -1.748
H2 -5.127 5.755 -1.764
C2 5.790 -2.957 1.862
C3 -1.804 1.758 4.024
C4 2.817 -1.889 -0.776
C5 -5.320 0.503 1.746
H3 -3.195 1.379 -3.002
C6 1.463 -3.207 -4.594
C7 -4.158 3.156 -3.700
C8 -0.244 2.817 -1.540
H4 5.512 -4.784 2.924
N1 -0.529 2.329 -2.702
H5 -1.306 5.025 3.318
C9 5.429 -1.393 -1.439
H6 1.542 -2.815 -6.705
C10 -1.912 0.026 -0.487
C11 -4.692 4.802 -2.037
O1 2.141 0.207 -1.542
H7 4.970 0.114 3.041
H8 1.616 -5.090 0.892
W1 0.178 -0.433 -1.239
O2 -0.972 -2.123 -1.285
C12 1.992 -4.193 0.421
N2 6.206 -3.434 -0.387
H9 4.711 0.486 -2.247
C13 5.663 -1.568 1.902
C14 5.142 -2.531 -0.734
H10 -4.177 2.820 -4.730
C15 -6.706 -0.636 -0.368
C16 5.046 -0.964 2.977
C17 -2.421 2.242 1.725
H11 -1.951 -0.638 0.392
H12 -2.587 0.305 2.665
H13 0.939 1.294 2.995
H14 0.691 -0.476 -6.415
C18 1.309 0.274 3.106
H15 -6.930 -0.195 2.979
H16 4.298 -2.285 6.641
H17 1.965 -1.370 1.874
H18 -1.442 6.109 -2.614
H19 2.213 0.233 1.143
H20 1.789 -4.235 -4.658
H21 4.034 -4.808 0.434
N3 -0.139 1.012 -2.840
C19 3.136 -0.651 -1.376
C20 -3.584 2.746 -1.386
H22 -5.123 0.082 -1.607
S1 -0.517 4.491 -1.209
H23 -1.720 1.050 4.839
H24 -4.808 0.964 2.582
C21 1.172 -2.671 -3.353
N4 6.464 -3.661 0.803
C22 -6.527 -0.146 1.975
C23 0.859 -1.126 -5.569
C24 4.689 -3.118 4.003
C25 -1.246 5.048 -2.757
H25 2.701 -2.502 5.874
C26 0.050 0.650 -4.053
C27 -1.577 3.987 3.171
Ge1 -3.114 1.519 0.052
H26 -8.159 -1.226 1.098
C28 -4.699 4.387 -3.362
O3 3.918 -1.046 5.014
C29 4.532 -1.736 4.023
C30 -3.601 2.343 -2.720
C31 -2.068 3.572 1.941
C32 3.331 -4.027 0.176
H27 -4.203 4.300 -0.023
H28 0.590 -0.303 3.690
C33 0.584 -0.667 -4.294
H29 -1.074 3.413 5.177
H30 0.025 -3.300 0.219
C34 1.319 -2.421 -5.723
C35 -5.504 0.015 -0.594
H31 1.234 -3.290 -2.474
H32 3.044 -1.040 6.827
H33 -7.248 -1.074 -1.197
N5 0.776 -1.407 -3.189
C36 3.469 -1.774 6.149
H34 -0.171 1.343 -4.855
H35 -2.161 4.294 1.141
N6 1.490 -2.088 -0.555
O4 -1.814 -1.631 -3.345
H36 -0.356 0.107 1.428
C37 -4.788 0.585 0.461
C38 1.552 -0.370 1.767
H37 4.339 -3.733 4.818
C39 3.791 -2.839 -0.428
C40 1.087 -3.193 0.046
H38 -2.176 4.517 -2.944
H39 2.245 0.296 3.663
C41 -1.444 3.083 4.215
O5 -2.648 -0.655 -1.536
C42 -7.218 -0.721 0.920
H40 6.459 -1.204 -1.715
S2 0.416 1.899 -0.241
O6 0.271 -0.535 1.044
C43 5.344 -3.714 2.931
H41 6.071 -0.959 1.108
H42 -0.548 4.904 -3.577
N7 -1.583 -1.293 -2.182
C44 -4.151 3.981 -1.057
C45 -2.281 1.341 2.787

Atomic forces in eV per Å
-0.004 -0.005 0.002
0.010 0.055 0.037
0.004 0.000 0.004
0.002 -0.070 0.010
0.052 -0.028 0.019
0.045 -0.005 0.008
-0.014 0.028 -0.003
-0.001 -0.006 -0.002
-0.003 0.000 -0.016
-0.027 -0.051 -0.016
-0.100 -0.066 0.078
-0.005 0.005 -0.003
0.060 0.024 -0.022
0.001 0.000 -0.002
-0.024 -0.018 -0.026
-0.002 0.001 -0.001
0.075 0.109 -0.144
-0.039 -0.013 0.000
-0.067 -0.082 -0.100
-0.003 -0.001 0.000
-0.002 0.001 -0.003
0.105 -0.038 0.195
0.030 0.027 0.074
0.011 -0.004 0.004
-0.027 -0.085 0.039
-0.004 -0.001 -0.003
0.026 0.062 -0.009
-0.008 0.083 -0.081
0.005 0.004 0.001
0.004 0.001 -0.003
-0.016 0.007 0.018
0.008 -0.042 0.037
0.017 0.011 -0.006
0.028 0.006 -0.001
-0.015 0.023 0.006
0.002 -0.005 -0.002
-0.017 -0.028 -0.007
0.000 0.001 0.000
0.002 -0.001 -0.001
0.010 -0.013 -0.007
-0.009 -0.002 -0.020
0.009 -0.005 -0.022
0.000 0.001 0.001
0.025 -0.001 0.023
-0.029 -0.139 0.161
-0.035 0.037 -0.148
-0.090 0.150 0.133
-0.021 -0.015 0.003
0.035 0.036 -0.002
-0.007 -0.011 -0.003
-0.028 -0.005 -0.009
-0.007 -0.018 0.017
-0.053 0.066 -0.005
-0.002 0.000 -0.001
-0.002 -0.014 0.003
-0.001 0.018 0.006
0.068 0.016 0.008
0.000 -0.001 -0.001
-0.101 0.011 0.007
-0.026 0.025 -0.017
-0.032 -0.009 -0.082
0.001 0.000 0.000
-0.048 0.003 0.005
0.004 -0.002 0.007
0.003 -0.014 -0.017
-0.027 -0.047 0.014
0.026 -0.032 0.024
0.012 0.009 0.004
0.037 0.019 0.031
-0.013 -0.003 0.006
-0.039 0.003 -0.035
0.000 0.001 -0.002
0.009 -0.003 0.008
-0.002 0.006 0.013
0.005 0.002 0.022
0.000 0.009 0.014
0.001 0.001 -0.002
0.001 0.000 -0.001
0.053 0.077 0.012
0.002 -0.004 -0.007
0.100 0.037 0.010
-0.004 0.023 -0.029
-0.055 0.128 0.081
0.015 -0.021 0.052
0.036 -0.075 -0.076
0.000 -0.030 -0.044
-0.071 0.004 -0.026
-0.003 -0.006 0.002
0.048 -0.072 -0.005
-0.022 -0.002 -0.008
0.129 0.052 0.010
0.015 0.023 0.002
-0.006 -0.004 0.006
0.126 0.027 0.011
-0.008 -0.001 0.006
0.000 0.010 -0.001
0.020 -0.062 -0.019
-0.086 0.061 -0.007
0.015 -0.015 -0.017
-0.011 -0.005 0.071
0.006 0.011 -0.014
-0.101 -0.097 -0.146
-0.004 -0.055 -0.048
0.023 0.016 -0.032

Mulliken population analysis, charges in e, atoms 1 to 2:
1. H 0.3885
2. C -0.6538


Formula: C3H6O2S2
Source: OMol25
Level of theory: ωB97M-V with the def2-TZVPD basis set

For the total energy, the calculation gives -1064.6354 Eh. For the HOMO-LUMO gap, the calculation gives 7.83 eV. Its largest force on an atom is 3.3 eV Å⁻¹.

Atoms and positions in Å:
H1 -0.168 0.607 3.020
H2 1.320 0.631 2.048
S1 -1.381 -1.721 -1.724
C1 -0.033 -0.897 -2.379
S2 0.198 0.704 -2.681
H3 0.506 1.993 -0.724
O1 0.410 1.652 0.166
C2 -0.382 0.560 0.110
H4 0.688 -1.033 2.720
H5 0.792 -1.623 -2.801
C3 0.472 -0.034 2.382
H6 -2.076 -0.647 -1.305
O2 -0.347 -0.191 1.170

Atomic forces in eV per Å
0.560 -0.827 0.252
-0.349 -1.181 0.832
0.233 -0.097 -0.123
1.537 -0.447 -1.770
-0.023 -1.021 -0.428
-0.408 0.117 -0.437
0.165 -1.137 1.676
-0.220 0.737 0.115
0.191 0.027 0.269
-1.751 1.176 1.097
-0.185 2.898 -1.592
0.227 0.047 -0.065
0.022 -0.290 0.175

Mulliken population analysis, charges in e, atoms 1 to 2:
1. H 0.2638
2. H 0.2944


Formula: C14H14Cl2N2O2S
Source: OMol25
Level of theory: ωB97M-V with the def2-TZVPD basis set

For the total energy, the calculation gives -2120.4783 Eh. The SMILES is O=C(NCCSCc1ccco1)Nc1cc(Cl)cc(Cl)c1. For the HOMO-LUMO gap, the calculation gives 8.97 eV. Its largest force on an atom is 1.0 eV Å⁻¹.

Atoms and positions in Å:
H1 -1.643 1.203 -0.060
Cl1 -6.450 2.466 0.486
C1 3.541 1.539 0.619
C2 4.641 -0.749 1.122
C3 1.447 -1.006 -0.599
C4 -0.970 -0.703 -0.424
N1 0.284 -0.159 -0.469
O1 -1.184 -1.875 -0.623
C5 -6.106 -0.168 0.063
H2 0.443 0.775 -0.128
S1 3.619 -2.211 0.634
C6 -5.303 -1.276 -0.162
C7 3.576 2.371 -0.526
H3 2.228 -0.442 -1.113
H4 4.473 -0.571 2.183
Cl2 -6.046 -2.819 -0.344
H5 1.163 -1.862 -1.214
C8 -3.926 -1.181 -0.246
C9 -5.487 1.062 0.204
C10 -3.322 0.066 -0.101
O2 4.835 0.580 -0.912
C11 1.949 -1.501 0.759
N2 -1.946 0.245 -0.164
H6 1.298 -2.288 1.138
H7 3.079 3.310 -0.658
C12 -4.113 1.194 0.126
H8 -3.660 2.167 0.240
C13 4.330 0.459 0.332
H9 5.665 -1.078 0.951
H10 -7.177 -0.262 0.125
H11 1.992 -0.688 1.484
H12 3.023 1.730 1.538
C14 4.377 1.733 -1.422
H13 4.688 1.990 -2.415
H14 -3.320 -2.053 -0.424

Atomic forces in eV per Å
-0.001 -0.204 -0.056
-0.132 0.196 0.038
0.418 -0.550 0.017
-0.375 -0.499 -0.333
0.066 -0.085 0.059
0.169 0.608 0.017
0.086 0.168 0.008
-0.156 -0.510 -0.034
-0.014 -0.038 -0.006
-0.069 -0.053 -0.041
0.072 0.095 0.099
0.145 0.523 0.068
0.235 -0.120 -0.520
-0.043 -0.071 0.024
0.113 0.114 -0.064
-0.123 -0.260 -0.030
0.124 0.120 0.003
0.049 -0.178 -0.038
0.239 -0.320 -0.064
-0.453 -0.160 0.040
0.261 -0.487 0.026
0.424 -0.147 -0.223
0.164 0.352 0.071
-0.050 0.069 0.074
-0.055 0.212 -0.111
-0.014 -0.065 -0.016
0.032 0.117 0.017
-0.438 0.458 0.723
0.058 0.052 0.113
-0.095 0.000 0.007
-0.120 0.003 0.033
-0.054 -0.039 0.241
-0.532 0.770 -0.007
0.111 -0.051 -0.138
-0.041 -0.023 0.002

Mulliken population analysis, charges in e, atoms 1 to 2:
1. H 0.1419
2. Cl -0.2130